The following is a quantum chemistry calculation of C13H21B4Br12N2O5P as an isolated structure in a non-equilibrium geometry, from the OMol25 dataset.

```
58
Properties=species:S:1:pos:R:3:lowdin_charge:R:1
N 2.46 -4.43 0.69 0.1451
B 1.72 -3.52 -0.24 -0.3682
O 2.12 -3.53 -1.64 0.0496
B 0.48 -2.50 0.19 -0.3286
O 0.44 -2.00 1.55 0.1892
B 0.83 -0.60 1.44 -0.4516
C 1.84 -0.02 2.57 -0.0794
C 3.11 0.79 1.98 -0.2050
C 4.14 -0.12 1.15 -0.1521
C 4.66 0.59 -0.20 -0.1692
C 4.58 2.11 -0.49 -0.0295
C 5.05 2.79 -1.80 -0.0627
C 5.66 1.88 -2.89 -0.0821
C 5.76 0.36 -2.61 -0.0764
C 5.29 -0.31 -1.29 -0.0433
O 0.26 0.15 0.35 0.1565
B -0.76 -0.65 -0.35 -0.5132
P -2.43 0.19 -0.89 0.8325
N -2.34 1.90 -0.37 -0.1961
O -2.51 0.15 -2.63 -0.3722
O -0.56 -2.04 -0.70 0.1759
H 3.37 -4.60 0.20 0.0852
H 2.71 -3.93 1.57 0.0816
H 2.75 -2.78 -1.73 0.0964
H 1.23 0.76 3.18 0.1263
H 2.12 -0.84 3.32 0.1220
H 3.65 1.24 2.89 0.1211
H 2.69 1.68 1.40 0.1034
H 3.65 -1.11 0.80 0.1073
H 5.05 -0.46 1.78 0.1286
H 4.14 2.81 0.31 0.0906
H 4.91 3.92 -1.93 -0.0109
H 6.00 2.29 -3.90 0.0675
H 6.20 -0.31 -3.44 0.0864
H 5.40 -1.45 -1.14 0.0954
H -1.35 2.16 -0.23 0.0279
H -2.75 1.96 0.58 0.0323
H -1.97 -0.62 -2.93 0.0550
C -6.85 -0.57 -0.42 -1.6150
Br -8.66 -0.01 -0.85 0.5411
Br -5.53 0.34 -1.51 0.6039
Br -6.48 -0.38 1.48 0.5078
H -6.78 -1.63 -0.65 -0.1136
C -9.14 -4.22 -1.39 -1.5882
Br -10.95 -3.65 -1.82 0.5634
Br -7.82 -3.32 -2.49 0.5998
Br -8.76 -4.03 0.50 0.5681
H -9.08 -5.28 -1.63 -0.0279
C 6.04 6.78 -2.99 -1.5966
Br 7.67 6.76 -1.94 0.5652
Br 6.11 5.52 -4.46 0.5748
Br 4.47 6.51 -1.88 0.5949
H 5.95 7.78 -3.42 -0.0284
C -7.55 -0.63 5.77 -1.6068
Br -9.36 -0.06 5.33 0.5647
Br -6.23 0.28 4.68 0.5225
Br -7.18 -0.44 7.66 0.5598
H -7.48 -1.69 5.53 -0.0248
```

Results
Electronic energy   -32322.7149 Ha
LUMO energy   -0.36 eV
Largest force on an atom   4.5 eV Å⁻¹
HOMO   -8.02 eV